[1]
Here is C19H21F6N10O3RbTe as an isolated structure in a non-equilibrium geometry from the Open Molecules 2025 dataset. Energies are from the ωB97M-V functional and the def2-TZVPD basis.

```
61
Properties=species:S:1:pos:R:3:forces:R:3
Rb -1.3998 1.1253 0.9407 0.4696 -0.4026 -0.2341
N 3.4903 -0.6788 0.8798 -2.1877 -0.9837 -0.8852
C 2.1299 -0.8806 0.7646 -0.2114 -0.1816 0.3718
N 1.5374 0.3035 0.8082 -0.5996 -0.5895 -0.4767
C 2.5285 1.2062 0.8205 2.1190 -1.6289 0.6148
N 3.7625 0.6191 0.8643 -0.9352 1.6164 -0.1123
C 2.3207 2.6441 0.7125 0.6145 1.7272 -0.2402
C 3.3793 3.5171 0.4079 1.3355 -1.1613 0.1216
N 3.2318 4.7905 0.0918 -0.2720 0.7225 0.6242
C 2.0083 5.2939 0.1734 -1.6908 -0.4365 -0.1504
C 0.9014 4.4313 0.4762 1.1821 1.6078 0.1478
N 1.0966 3.1691 0.7903 -0.8207 -1.1580 -0.5220
H 4.1683 -1.3992 0.6505 0.1216 0.5554 0.3159
H 1.5323 -1.8403 0.6193 1.2765 1.1893 0.3285
H 4.4328 3.1535 0.4547 -1.0081 0.1190 -0.2965
H 1.8311 6.3827 -0.0005 0.3388 -1.0678 -0.0433
H -0.1270 4.8250 0.4980 0.5332 -0.2195 0.1230
N -1.7244 -1.0374 3.2691 0.6102 3.2301 0.5640
N -2.3130 -2.2212 3.1030 0.8645 -3.0496 -2.2324
C -1.8379 -3.1426 2.1943 -2.3262 1.8019 2.7419
N -2.5883 -4.2270 1.9832 0.7211 -2.4040 -1.7565
N -0.7313 -2.8147 1.5457 1.3681 -1.1441 -1.7826
N -0.3193 -3.7055 0.5718 0.6391 1.0339 -3.0583
O -0.6560 -4.8780 0.3147 -0.9390 0.0102 2.0476
O 0.4403 -3.2263 -0.3165 -0.1389 0.6597 1.8145
H -0.7934 -1.2023 3.6234 0.2587 0.0069 0.2122
H -2.3463 0.7798 3.4801 0.1999 -1.4015 0.4755
H -3.1953 -2.4139 3.5509 -0.1260 -0.1730 -0.0432
H -3.1570 -4.6179 2.7252 0.2699 0.2374 -0.3112
H -2.0646 -4.8738 1.2935 -1.2829 0.6521 1.5405
C -3.5193 2.6608 5.2770 -1.2165 -0.1686 -0.1208
C -2.6385 2.7178 4.0282 -0.6989 -0.0933 0.0795
O -2.8524 1.5696 3.2022 -0.4245 2.3855 0.1613
C -1.1992 2.7381 4.4645 2.1447 -0.7600 0.4150
F -0.8706 1.4345 4.7649 0.0799 1.4579 0.2014
F -0.8529 3.5191 5.5339 -0.8969 -0.8446 -1.0863
F -0.3929 3.1146 3.4506 -0.0584 -0.0744 0.1355
C -2.9917 4.0030 3.1726 -1.5936 -0.2868 -1.3379
F -2.6102 3.8685 1.8275 -0.5005 0.1122 2.0073
F -4.3911 4.1033 3.1734 2.2458 0.1002 -0.2462
F -2.4959 5.1826 3.5891 -0.3317 -1.2808 -0.0167
H -3.1753 1.9341 6.0168 0.4903 0.2757 -0.1467
H -4.4691 2.2185 4.9302 0.2052 0.5672 0.1512
H -3.7001 3.6464 5.7461 0.1936 -0.5522 -0.2490
C 2.8262 -1.0502 -5.2425 0.8731 -0.8866 2.6818
Te 2.0838 -1.0055 -3.0806 0.1665 -0.2997 -1.1782
C 1.3054 -2.9614 -3.6369 1.9997 0.1987 1.2147
C 1.1467 -3.0245 -5.0999 -0.4439 1.3141 -1.3357
C 0.1140 -3.8009 -5.6773 1.1658 2.1789 -1.2351
C -0.2999 -3.5499 -7.0023 0.8940 -0.1163 0.6570
C 0.3903 -2.6116 -7.7397 0.8407 1.0218 -0.1932
C 1.4223 -1.8196 -7.1920 -0.0934 -1.3403 0.7037
C 1.8450 -2.0113 -5.8756 -1.1306 -0.4617 -0.2013
H 3.9300 -1.3095 -5.1784 -1.4966 -0.1218 -0.3239
H 2.7603 0.0067 -5.3815 -0.3465 0.4325 -1.1611
H 0.4388 -3.1085 -3.0395 -0.7564 -0.4147 0.2356
H 2.1418 -3.5476 -3.2322 -0.5456 -0.4148 -0.2633
H -0.4613 -4.4524 -5.0983 -0.5864 -0.9659 1.0192
H -1.1433 -4.0798 -7.4153 -0.0252 -0.1191 -0.1024
H 0.2029 -2.3809 -8.7776 -0.5721 -0.2801 -0.1174
H 1.9185 -1.0859 -7.7980 0.0343 0.2689 -0.2472
```
Positions in Å, forces in eV/Å.

Values from the calculation:
Total energy (eV): -65335.5062
HOMO energy (eV): -6.48
Largest force on an atom (eV Å⁻¹): 4.0

[2]
Here is one molecule with the formula C19H21N3O2S in a non-equilibrium geometry from the Open Molecules 2025 dataset. Energies are from the ωB97M-V functional and the def2-TZVPD basis.

```
46
Properties=species:S:1:pos:R:3:forces:R:3
O 2.2911 0.8980 -3.0228 -0.1990 -0.2474 0.1802
S 2.1433 1.4548 -1.7100 0.2651 -0.4066 -0.2728
O 2.4844 2.8333 -1.5012 -0.1240 -0.0109 0.3845
N 3.0859 0.5379 -0.6892 -0.4473 0.4600 -0.9374
C 3.4622 1.1257 0.5741 -0.0420 0.4470 0.4958
C 2.2816 1.4770 1.4874 0.1776 -0.0435 0.0009
C 1.3103 0.3553 1.6468 -0.5540 0.0927 0.4619
C 0.0841 0.4057 2.2791 0.5458 0.6063 -0.0611
N -0.4496 -0.8384 2.1832 0.4977 -0.4716 -0.3397
C -1.6125 -1.3581 2.6354 -0.5978 -0.4724 0.1949
C -1.8913 -2.6727 2.4124 -0.0319 0.3191 0.1395
C -0.9781 -3.4853 1.7094 0.3835 -0.0158 -0.1636
C 0.1975 -2.9611 1.2456 -0.3979 -0.3484 0.1089
C 0.4799 -1.6110 1.4852 0.0231 0.2366 0.1158
N 1.5372 -0.8864 1.1629 0.2938 -0.4307 -0.0553
C 0.4352 1.1831 -1.2227 0.5581 0.1927 -0.2441
C -0.3054 2.1968 -0.6486 -0.0316 0.1981 0.0046
C -1.6170 1.9443 -0.2941 0.1405 -0.0378 -0.1086
C -2.2005 0.7016 -0.5276 0.0595 0.1448 0.0088
C -1.4530 -0.3041 -1.1403 0.2006 0.0577 0.0166
C -0.1268 -0.0493 -1.4731 -0.1042 0.0087 -0.0101
C -2.0424 -1.6523 -1.4490 -0.1710 -0.1085 -0.0714
C -3.5668 -1.6275 -1.4510 0.1243 -0.1452 0.2100
C -4.0614 -0.9673 -0.1707 -0.1304 0.1296 -0.1936
C -3.6464 0.4997 -0.1626 -0.1262 -0.1752 0.0659
H 2.6971 -0.3885 -0.5623 -0.0766 -0.1677 -0.0778
H 4.1250 0.4172 1.0752 -0.0056 0.0648 -0.1050
H 4.0138 2.0382 0.3418 0.0872 -0.1214 0.2228
H 2.6684 1.7633 2.4697 -0.0116 0.0739 -0.0500
H 1.7582 2.3423 1.0756 0.0414 0.0533 0.0920
H -0.4186 1.2141 2.7677 -0.1608 0.1385 0.0972
H -2.2743 -0.6914 3.1676 0.0017 0.0513 0.0112
H -2.8144 -3.0926 2.7780 -0.0965 0.0518 0.0541
H -1.2172 -4.5237 1.5422 0.0117 -0.1054 -0.0325
H 0.9205 -3.5501 0.7066 0.0892 -0.0637 -0.0601
H 0.1490 3.1641 -0.5029 0.0187 0.1420 0.0600
H -2.2105 2.7253 0.1598 -0.0608 0.1003 0.0454
H 0.4732 -0.8060 -1.9555 0.0062 -0.1961 -0.0970
H -1.6926 -2.3666 -0.6964 -0.0213 -0.0230 -0.0666
H -1.6666 -1.9931 -2.4158 0.0514 -0.0377 0.0253
H -3.9253 -1.0618 -2.3132 -0.0614 -0.0051 -0.0819
H -3.9523 -2.6453 -1.5303 -0.0226 0.0120 -0.0757
H -5.1478 -1.0415 -0.0949 0.0033 -0.0188 0.0667
H -3.6261 -1.4815 0.6887 -0.0399 -0.0220 0.0135
H -4.2561 1.0483 -0.8881 -0.0538 0.0213 0.0569
H -3.8407 0.9439 0.8170 -0.0120 0.0724 -0.0293
```
Positions in Å, forces in eV/Å.

Values from the calculation:
Total energy (eV): -39444.9740
SMILES: O=S(=O)(NCCc1cn2ccccc2n1)c1ccc2c(c1)CCCC2
HOMO energy (eV): -8.31
Largest force on an atom (eV Å⁻¹): 1.1

[3]
Here is one molecule with the formula C19H21N3O3 in a non-equilibrium geometry from the Open Molecules 2025 dataset. Energies are from the ωB97M-V functional and the def2-TZVPD basis.

```
46
Properties=species:S:1:pos:R:3:forces:R:3
C -1.6933 3.0138 -0.6814 2.6480 2.0932 -2.1257
C -0.1662 3.1991 -0.7984 -1.6539 5.5674 4.3864
O 0.5634 2.2698 -1.3392 3.9259 -7.0565 0.0305
C 1.6126 1.7916 -0.5437 2.0138 0.3352 0.3202
O 2.0319 2.3594 0.4771 -1.2806 -1.8943 -3.0363
C 2.3457 0.4930 -1.3065 -7.3937 -0.1273 6.7142
C 2.3759 -0.6673 -0.2656 -1.5241 0.6427 2.9089
N 0.9122 -1.0865 0.1029 8.2017 0.4429 1.5008
C 0.1727 -1.7163 -0.6680 -6.7896 -0.5122 -4.5840
N 0.5668 -2.3443 -1.7580 -3.9109 0.0643 -2.6641
C -0.6221 -2.5885 -2.7135 4.5950 -5.8026 3.9968
C -0.1797 -3.8254 -3.6828 3.2920 17.6900 -0.0444
C -1.9280 -2.4861 -2.3214 1.1457 2.4915 -1.4115
C -2.1983 -1.5136 -1.3656 -1.8192 -0.8433 3.1533
C -3.6082 -1.2265 -1.0455 -3.3536 4.3092 -1.4029
C -1.3253 -1.1208 -0.3653 3.0730 -3.8265 -5.2780
C -1.2827 -0.1779 0.6317 3.1150 -1.4145 1.5608
O -2.0836 0.3759 1.3405 0.4419 0.6179 -0.0323
N 0.2693 -0.3816 0.9065 -6.1158 7.9608 8.1317
C 0.6915 0.1379 2.3096 4.5830 -8.7757 -6.0870
C 1.7829 -0.5160 2.8567 -0.6031 -2.5846 4.4500
C 2.2076 -0.1654 4.2727 -3.7356 -1.3920 -10.1607
C 1.8299 0.9937 4.6691 -3.7152 5.9826 2.4481
C 0.7601 1.7839 4.1068 2.2202 0.2936 -4.6206
C 0.5836 1.3273 2.6584 -8.8317 11.7688 5.4896
H -2.0127 2.9311 -1.6828 -0.8474 -1.7858 -1.1939
H -1.7726 2.2966 0.0466 -1.5134 -1.8337 1.3055
H -2.1850 3.9569 -0.5337 0.1283 0.6023 1.3312
H 0.1851 3.9554 -1.4396 -0.9352 2.6807 -0.4323
H 0.2493 3.4764 0.2654 -0.7955 -0.4702 -1.8609
H 1.5289 0.1528 -1.8541 -0.3150 -0.2085 -2.7788
H 3.2448 0.7578 -1.5020 5.7167 1.6327 -2.5076
H 2.8809 -0.4745 0.8039 -0.7630 -0.4279 -2.8628
H 2.5288 -1.6017 -0.7169 1.9305 -1.0340 -0.7890
H -0.6113 -4.5673 -3.7632 -7.5458 -13.4151 0.4389
H -0.7488 -3.2628 -4.5072 1.8287 -0.8640 -0.6513
H 0.8526 -3.8111 -3.7142 1.8692 -0.1260 -0.5927
H -2.7228 -2.6908 -3.0179 -0.1755 -0.5671 -0.0807
H -3.6486 -0.4231 -0.2295 -0.1524 -1.6767 -0.6661
H -4.3337 -2.0732 -0.8667 1.1504 0.8127 -0.1797
H -4.1363 -0.4976 -1.9413 1.3510 -2.3212 1.9093
H 1.9137 -1.5324 2.4801 0.6717 0.1263 0.1636
H 2.9012 -0.6603 4.6928 4.8962 -3.6606 2.9821
H 2.3266 1.3142 5.5269 0.2735 0.8890 1.8120
H 0.4055 2.9182 4.2967 1.1464 -3.1344 0.0943
H -0.4645 1.9062 2.1795 3.5523 -1.2492 0.9150
```
Positions in Å, forces in eV/Å.

Values from the calculation:
Total energy (eV): -30642.1328
SMILES: CCOC(=O)CCn1c2nc(C)cc(C)c2c(=O)n1-c1ccccc1
HOMO energy (eV): -7.87
Largest force on an atom (eV Å⁻¹): 18.0